Here is a cluster of 5 separate species, C45H95N5O5 in total in a non-equilibrium geometry from OMol25. Energies are from ωB97M-V with the def2-TZVPD basis set.

XYZ file:
```
150
Properties=species:S:1:pos:R:3:forces:R:3:mulliken_charge:R:1
C 3.477721 4.099981 -0.056096 0.2512 0.1604 0.0954 -1.737
C 3.097738 5.295229 -0.932277 -0.7181 0.0858 -0.1131 1.732
C 2.503755 4.817683 -2.262397 0.3141 -0.6931 -0.0506 -1.442
C 1.071235 4.324129 -2.232938 0.2741 -0.1242 -0.3487 0.065
C 0.199929 5.428003 -1.674195 -0.5069 -0.8247 -0.7881 -1.407
C 0.641723 5.918020 -0.315594 0.5801 -0.2744 2.3372 1.911
N 2.086903 6.184374 -0.292123 0.6153 0.7011 -1.8723 0.213
O 2.557114 6.654018 0.960769 -0.2846 -0.2868 -0.0700 -0.463
C -0.137847 7.175347 0.028905 0.1798 0.8587 1.0750 -2.033
C 0.304950 4.929539 0.836925 -0.5750 -1.5616 -0.5000 -1.480
C 4.336739 6.156394 -1.274656 -0.3733 -0.2952 0.6154 -1.840
H 2.672041 3.366774 -0.035887 0.1680 -0.1890 -0.1971 0.175
H 3.679878 4.361990 0.983641 -0.0286 0.3052 -0.0700 0.305
H 4.403992 3.689002 -0.462149 -0.1732 -0.4117 0.0215 0.472
H 2.591069 5.653070 -2.960706 -0.2388 -0.0459 -0.1306 0.336
H 3.088367 3.988465 -2.676000 0.4429 0.2618 0.1709 0.427
H 0.898562 3.367663 -1.726411 0.4409 0.2380 0.5868 -0.158
H 0.856762 4.007681 -3.259931 -0.4717 0.5887 -0.0751 0.370
H -0.817844 5.026450 -1.639600 -0.1142 0.3531 0.4112 0.457
H 0.162562 6.269616 -2.370573 0.1771 0.0743 0.0379 0.350
H 0.192531 8.088110 -0.470555 -0.0974 -0.2519 -0.4869 0.447
H -1.214641 7.028264 -0.055773 0.0267 -0.0580 -0.4515 0.398
H -0.000750 7.400200 1.091998 0.1365 -0.0639 -0.0316 0.410
H -0.784016 4.896600 0.930380 0.0023 -0.1838 0.1322 0.478
H 0.648290 3.907833 0.627450 -0.2967 0.0415 -0.5088 -0.045
H 0.717727 5.022754 1.842902 0.1768 1.1892 -0.2171 0.533
H 4.123099 6.914512 -2.026804 -0.2600 0.1295 0.1884 0.374
H 5.157817 5.560915 -1.673946 -0.0083 -0.1784 0.2029 0.374
H 4.635766 6.612922 -0.330708 0.5172 0.1666 -0.2267 0.499
H 3.099150 7.397409 0.678656 -0.1511 0.2082 0.3030 0.382
C -2.727768 0.865752 7.294478 0.2902 -0.8267 0.1639 -1.931
C -1.711720 1.982175 6.978039 -1.7010 -0.4319 -1.2895 1.461
C -1.398630 2.670741 8.297330 0.4585 1.4823 0.7020 -1.094
C -0.202105 3.625473 8.236615 0.0566 -0.3472 -1.1695 -0.889
C 0.982142 2.990947 7.517806 0.5736 0.4270 -0.4591 -1.365
C 0.770546 2.068201 6.269726 -0.1779 -0.4979 1.5202 2.053
N -0.524591 1.380328 6.386240 0.6684 0.0523 1.3606 0.212
O -0.770033 0.542123 5.281603 -0.3981 0.2585 -0.1846 -0.324
C 0.906834 2.877073 4.995324 -0.5920 -0.3837 -0.8024 -1.644
C 1.846726 0.976062 6.398771 1.0887 0.0039 -1.5445 -1.942
C -2.470770 2.960088 6.029323 1.4316 1.2157 0.6776 -1.633
H -3.363959 0.523280 6.476592 0.0807 0.5060 -0.2615 0.321
H -3.376157 1.179377 8.111933 -0.0341 -0.0468 0.0049 0.400
H -2.198714 -0.049472 7.586126 0.0438 0.1865 0.4389 0.467
H -2.210237 3.370071 8.520729 -0.4583 -0.5979 0.1066 0.464
H -1.316493 1.992762 9.147697 0.1014 -0.3255 -0.2408 0.406
H 0.134415 4.052565 9.181355 -0.2119 -0.4123 0.2730 0.413
H -0.506714 4.512139 7.668273 -0.0765 -0.1066 -0.1269 0.381
H 1.646420 2.446838 8.188600 -0.2407 0.0719 0.3144 0.482
H 1.553658 3.839172 7.126177 0.3835 -0.2069 0.1631 0.368
H 1.880948 3.321636 4.793945 0.1059 -0.0488 0.3854 0.460
H 0.678338 2.219175 4.150532 0.0066 0.0998 -0.0435 -0.002
H 0.143960 3.655834 4.998395 0.1844 0.1699 -0.0900 0.435
H 1.734647 0.217075 7.169888 -0.4849 0.3572 0.2825 0.434
H 1.978955 0.430084 5.456595 -0.3896 -0.0579 -0.0164 0.188
H 2.838217 1.427562 6.512615 -0.0984 0.2045 0.2750 0.489
H -2.909297 2.532555 5.134701 -0.0638 -0.2524 0.1261 0.278
H -1.737528 3.717856 5.730191 -0.1249 -0.0613 -0.3511 0.394
H -3.163348 3.565574 6.617341 -0.5343 -0.4276 -0.1842 0.409
H -0.937116 -0.315868 5.689030 0.1217 -0.0306 -0.1250 0.297
C -4.133097 -6.176794 -0.080007 -0.0301 -0.4319 0.4468 -1.916
C -3.537947 -6.376894 1.326768 -0.0359 -0.3472 -0.0286 1.623
C -2.061812 -6.747862 1.160181 0.1755 0.4267 -0.0959 -1.211
C -1.233733 -6.677774 2.433687 -0.6665 0.4081 0.3011 -0.795
C -1.329075 -5.279552 3.037767 0.2773 0.0771 -1.1518 -0.704
C -2.790253 -4.816657 3.183119 -0.2521 0.8357 1.6127 1.815
N -3.646244 -5.095632 2.023477 2.4144 0.2468 -0.7517 0.730
O -4.938056 -4.587472 2.144278 -0.3951 -0.2774 0.3935 -0.532
C -3.342064 -5.445059 4.468746 -0.9034 -1.1735 0.2354 -1.883
C -2.735165 -3.295102 3.445448 -0.2685 0.5458 -2.1548 -1.980
C -4.216893 -7.547257 2.048465 -0.8354 -1.2024 0.0068 -1.822
H -3.542858 -5.453517 -0.641446 -0.1743 0.2887 0.1374 0.347
H -5.172734 -5.875721 0.041555 -0.0111 0.1059 -0.3515 0.484
H -4.100261 -7.103933 -0.654935 -0.0788 -0.0885 0.1427 0.401
H -2.015031 -7.750665 0.730539 -0.0687 -0.0546 0.0429 0.409
H -1.582031 -6.088669 0.426497 -0.1700 0.1114 -0.0156 0.252
H -0.220970 -6.918856 2.112137 0.1394 -0.2828 0.7278 0.458
H -1.669890 -7.315437 3.205442 0.5640 -0.6933 -0.2795 0.298
H -0.706315 -4.625942 2.414258 -0.4856 0.2998 -0.1578 -0.307
H -0.875897 -5.171733 4.024482 -0.0600 -0.3959 0.0969 0.639
H -2.969047 -5.038005 5.408516 0.2243 0.2979 -0.2099 0.436
H -4.433969 -5.374940 4.491637 0.0513 0.3652 -0.0182 0.421
H -3.179072 -6.527261 4.521320 0.2439 0.0523 -0.1047 0.286
H -2.826789 -2.811148 2.460174 0.0702 -0.1067 -0.0543 0.361
H -3.580754 -2.854455 3.969860 0.2526 -0.3078 0.6452 0.450
H -1.740169 -2.964234 3.739273 -0.1921 -0.0829 0.8109 0.361
H -5.152521 -7.293352 2.550696 0.0284 0.2877 -0.1344 0.328
H -3.638566 -8.129928 2.771624 0.4235 0.7244 0.2048 0.304
H -4.461741 -8.362481 1.354941 -0.1587 0.3730 -0.3317 0.445
H -4.984610 -3.911788 1.458732 -0.0100 0.0242 0.0813 0.338
C 1.810126 -0.418631 -5.976977 -0.7753 0.8949 -0.5927 -2.207
C 1.380188 -0.421516 -7.473871 -0.2292 -0.7097 1.3565 1.676
C 1.699740 -1.833973 -8.021680 0.6226 0.9562 0.2132 -1.107
C 1.101130 -2.109464 -9.365525 0.4168 -0.2115 -1.0324 -0.662
C -0.393666 -1.988265 -9.307156 -0.2497 -0.8491 -0.2939 -1.338
C -0.849371 -0.633922 -8.708225 0.0133 -1.4123 -0.8410 1.739
N -0.104951 -0.371131 -7.441461 -0.5341 -0.2328 -0.9679 0.074
O -0.580712 0.891208 -6.944391 0.2388 -0.1621 -0.1309 -0.460
C -0.678344 0.359119 -9.872402 -0.3417 0.5908 0.1742 -1.713
C -2.335990 -0.868523 -8.412251 -0.2513 0.3368 0.7227 -1.918
C 2.106771 0.733652 -8.165671 -1.0232 -0.1599 -0.9755 -1.636
H 2.884007 -0.310160 -5.839852 0.0644 -0.2468 -0.0964 0.498
H 1.408565 -1.275109 -5.440853 0.0846 -0.0680 -0.0305 0.357
H 1.334072 0.487109 -5.592840 0.1992 -0.0935 0.4381 0.522
H 2.791517 -1.887381 -8.056241 0.0019 -0.2465 0.0605 0.426
H 1.322715 -2.538949 -7.279744 0.0742 -0.1431 -0.0664 0.356
H 1.423350 -3.078112 -9.761979 -0.2034 -0.1643 0.2997 0.420
H 1.481198 -1.433514 -10.141568 0.1029 0.2511 0.2926 0.295
H -0.840007 -2.879096 -8.846257 0.2280 0.3563 0.8599 0.393
H -0.820511 -2.131495 -10.306694 0.0959 0.6189 -0.1221 0.443
H -1.018315 1.368319 -9.631586 0.1844 0.0067 0.1758 0.325
H 0.338627 0.401465 -10.255751 0.0325 0.0690 0.1890 0.348
H -1.292342 0.031436 -10.712860 -0.0898 -0.0925 0.0912 0.441
H -2.511779 -1.753186 -7.795347 0.4034 -0.0314 0.0663 0.426
H -2.792693 -0.045903 -7.854241 -0.1045 0.1562 -0.3895 0.451
H -2.897396 -1.053624 -9.327236 0.0573 0.2976 -0.1102 0.377
H 1.527364 1.658476 -8.121201 0.1243 0.0280 0.5895 0.335
H 2.120597 0.555481 -9.244709 0.6311 -0.1259 0.0701 0.348
H 3.096872 0.862602 -7.741609 0.1029 0.0948 -0.2128 0.447
H -1.381467 0.595945 -6.497075 0.1247 0.2934 0.2614 0.356
C 2.865858 -2.896669 -1.611983 0.2686 1.6022 -2.0845 -1.929
C 1.705057 -2.004386 -1.135593 -1.8385 -1.7956 -0.2295 1.764
C 0.655104 -2.983641 -0.492181 -0.0641 0.2191 0.0452 -1.738
C -0.266631 -2.301561 0.519803 1.6932 0.1922 -0.2006 0.122
C 0.574887 -1.542661 1.543274 -0.9140 -1.3681 0.4033 -1.504
C 1.423132 -0.436605 0.922419 -0.5073 -0.3182 1.1873 2.571
N 2.186418 -1.043937 -0.167369 0.3363 -0.0246 0.1510 0.449
O 3.004973 -0.068044 -0.824063 -0.2847 -0.1399 0.3308 -0.529
C 0.566065 0.795479 0.609208 0.5049 0.8157 -0.6748 -1.293
C 2.445256 -0.056607 2.012430 0.9740 1.5362 -0.7391 -2.050
C 0.962720 -1.440297 -2.374521 0.8330 0.9850 -0.5498 -1.816
H 3.418114 -3.509522 -0.909165 -0.4332 -0.1040 0.2858 0.422
H 3.585254 -2.249302 -2.135809 0.2523 0.1836 0.6104 0.391
H 2.528291 -3.408828 -2.520302 -0.2633 -0.8258 0.5738 0.417
H -0.032212 -3.377784 -1.243786 0.4326 0.0513 -0.4599 0.351
H 1.214111 -3.864880 -0.166707 -0.2511 0.1244 0.8254 0.296
H -0.894056 -3.046949 1.001432 -0.3764 0.2395 -0.0911 -0.260
H -0.814006 -1.523316 -0.018277 -0.5891 -0.3855 -0.0066 0.352
H 1.209455 -2.253639 2.084270 0.2437 -0.0254 -0.2510 0.496
H -0.155470 -1.257086 2.308016 0.4174 0.9856 0.0265 0.137
H 0.081418 1.209180 1.494245 -0.0462 -0.3182 0.1308 0.468
H 1.220232 1.595214 0.246058 0.1024 -0.0637 0.0251 -0.341
H -0.177000 0.705100 -0.185095 -0.0753 -0.4858 0.1240 0.485
H 3.143649 -0.852129 2.266826 -0.5462 -0.3788 0.3511 0.543
H 3.129651 0.726312 1.646399 -0.1344 0.0063 -0.3647 0.418
H 2.027475 0.495867 2.855022 -0.3876 -0.7127 0.2883 -0.076
H 1.721862 -0.987297 -3.020515 -0.2702 0.3260 -0.0428 0.406
H 0.191547 -0.696965 -2.161255 0.2797 0.1918 0.3903 0.389
H 0.429529 -2.154476 -3.003185 0.3465 -0.5447 0.3149 0.531
H 3.716640 0.014562 -0.177855 0.2132 0.1123 -0.3590 0.386
```
Positions in Å, forces in eV/Å.

E_LUMO   0.557 eV
ΔE to the lowest compared entry with this formula, charge and spin   49.78 kcal per mole
SMILES   CC1(C)CCCC(C)(C)N1O.CC1(C)CCCC(C)(C)N1O.CC1(C)CCCC(C)(C)N1O.CC1(C)CCCC(C)(C)N1O.CC1(C)CCCC(C)(C)N1O